1.
Computed, not measured: a structure of composition C61H52N5NaO7P3S, with ωB97M-V/def2-TZVPD.

Geometry as XYZ:
```
130
C61H52N5NaO7P3S | OMol25 | ωB97M-V/def2-TZVPD
Na 0.21942 -0.30064 -0.86246
O -1.26093 1.22721 -1.13002
S -2.20952 1.22939 0.04264
C -3.83722 1.03971 -0.64912
C -4.39895 2.09746 -1.32870
C -5.71731 2.07255 -1.81615
C -6.46998 0.96160 -1.55289
C -7.91127 0.64729 -1.86543
C -8.14484 -0.77346 -1.28728
C -6.80816 -1.18242 -0.72177
C -6.39158 -2.33378 -0.12200
C -5.02880 -2.44328 0.22484
C -4.09341 -1.44291 0.05043
P -2.30864 -1.87546 0.24833
C -2.33051 -3.59212 -0.38259
C -2.24928 -3.72621 -1.76726
C -2.39249 -4.96627 -2.37200
C -2.58790 -6.09773 -1.59245
C -2.63230 -5.98188 -0.20970
C -2.51601 -4.73678 0.39149
C -2.12924 -2.05132 2.05495
C -1.13388 -2.86232 2.59929
C -0.96226 -2.95129 3.97266
C -1.75762 -2.19822 4.82427
C -2.72361 -1.35638 4.29229
C -2.91269 -1.28804 2.91991
C -4.54207 -0.18720 -0.46931
C -5.88340 -0.13412 -0.89214
C -2.31941 2.91854 0.65125
C -3.47971 3.17092 1.35103
C -3.87330 4.45618 1.75825
C -3.08565 5.50159 1.37128
C -3.27703 6.98718 1.53855
C -2.01703 7.62264 0.89837
C -1.17856 6.44966 0.45932
C 0.06090 6.39160 -0.09382
C 0.65206 5.11684 -0.24750
C 0.02595 3.92091 0.01984
P 1.08122 2.40225 0.14159
C 0.75016 1.95355 1.88397
C 0.39928 2.88206 2.86755
C 0.13937 2.46961 4.16328
C 0.23005 1.12389 4.49897
C 0.58477 0.19452 3.53623
C 0.83218 0.60913 2.23440
C 2.76129 3.13185 0.21066
C 3.39538 3.38178 -1.00869
C 4.64655 3.97831 -1.04995
C 5.30839 4.28484 0.13242
C 4.70405 4.00669 1.35067
C 3.43141 3.44992 1.38943
C -1.36044 3.95683 0.42242
C -1.86030 5.24031 0.72720
H -3.81248 2.99785 -1.45717
H -6.11545 2.92717 -2.34483
H -8.08784 0.68151 -2.94129
H -8.57592 1.38548 -1.41504
H -8.47629 -1.47425 -2.05410
H -8.91024 -0.77141 -0.51027
H -7.05632 -3.16970 0.04695
H -4.69373 -3.39462 0.61790
H -2.09464 -2.84637 -2.38419
H -2.34176 -5.05059 -3.44940
H -2.69623 -7.06646 -2.06080
H -2.78094 -6.86065 0.40414
H -2.58769 -4.65906 1.46838
H -0.50025 -3.45898 1.95137
H -0.20052 -3.60823 4.37185
H -1.62546 -2.26637 5.89568
H -3.34733 -0.76305 4.94750
H -3.69573 -0.65224 2.52262
H -4.15975 2.34971 1.54140
H -4.79943 4.59360 2.29874
H -3.37252 7.25016 2.59290
H -4.19451 7.31621 1.04914
H -1.47181 8.24465 1.60897
H -2.27022 8.26127 0.05129
H 0.63008 7.27783 -0.33827
H 1.69236 5.10874 -0.54318
H 0.33272 3.93316 2.61485
H -0.13383 3.19866 4.91471
H 0.01766 0.80366 5.51046
H 0.65494 -0.85618 3.77447
H 1.09797 -0.15501 1.51036
H 2.89036 3.12962 -1.93488
H 5.10851 4.19614 -2.00410
H 6.28830 4.74218 0.10296
H 5.21018 4.24786 2.27589
H 2.95732 3.26702 2.34496
C 6.79506 -1.67444 -0.73352
N 5.55296 -2.42497 -0.25604
C 5.40038 -2.19073 1.26362
N 5.37474 -0.80356 1.54910
C 6.56236 -0.13733 1.03963
N 6.71402 -0.29687 -0.40525
C 5.65573 0.40904 -1.14269
P 3.93356 -0.17932 -0.75656
C 4.33481 -1.97717 -1.01569
C 4.13358 -0.17134 1.08910
H 6.86617 -1.82946 -1.81063
H 7.64347 -2.14014 -0.22882
H 5.69019 -3.42324 -0.41030
H 6.27022 -2.66957 1.71696
H 4.46952 -2.67316 1.56478
H 7.44369 -0.55857 1.52976
H 6.50137 0.92523 1.27147
H 5.84778 0.32026 -2.21515
H 5.72040 1.46955 -0.89577
H 4.53102 -2.16091 -2.07501
H 3.49955 -2.60037 -0.70924
H 3.28941 -0.69355 1.53536
H 4.12123 0.86595 1.42710
O 2.27219 -2.65148 1.56665
C 1.59294 -2.93370 0.56765
O 1.09460 -2.12648 -0.25827
C 1.35579 -4.40925 0.29782
C 1.55221 -5.33494 1.31524
C 1.34001 -6.67421 1.05042
C 0.96500 -7.14325 -0.19367
C 0.80320 -6.19364 -1.18293
C 0.96778 -4.83998 -0.96314
N 0.41754 -6.64564 -2.53018
O 0.53923 -5.85226 -3.43514
O 0.07433 -7.79820 -2.65439
N 1.52065 -7.65214 2.14215
O 1.85815 -7.22158 3.22105
O 1.36529 -8.81940 1.87192
H 1.86581 -5.00676 2.29575
H 0.80597 -8.19436 -0.38077
H 0.79884 -4.12795 -1.75675
```

Computed properties:
**DFT total energy**: -4740.456667 hartree
**ΔE to the lowest compared entry with this formula, charge and spin**: 0.0 kJ/mol
**Charge**: +1
**Multiplicity**: 1
**HOMO-LUMO gap**: 7.32 eV



2.
Computed, not measured: the molecule C9H13N3OS, with ωB97M-V/def2-TZVPD.

Geometry as XYZ:
```
27
C9H13N3OS | OMol25 | ωB97M-V/def2-TZVPD
C -2.70312 -0.15794 -1.03075
C -1.47708 0.46381 -0.90580
C -2.64873 -0.28200 1.45169
C -3.37439 -0.50092 0.18350
C -0.80662 0.61732 0.30875
C 0.57099 1.14569 0.12578
C 1.75396 -0.76626 0.05315
C 0.77446 -1.90603 -0.22219
C 2.58972 1.02954 -1.25241
N -1.47982 0.28133 1.45247
N 1.22489 1.01100 1.52268
N 1.40127 0.39055 -0.78537
O 1.83178 -0.22488 1.42977
S -4.86429 -1.26501 0.33283
H -3.47848 -0.20803 -1.86262
H -0.87958 0.49168 -1.81893
H -3.17748 -0.48478 2.43607
H 0.53706 2.22866 -0.08081
H 2.77866 -1.02987 -0.23681
H -0.12550 -1.58826 0.28173
H 1.16976 -2.85072 0.15133
H 0.48578 -2.06824 -1.27891
H 3.17412 1.48810 -0.38554
H 3.27768 0.32497 -1.71143
H 2.35004 1.80431 -1.87621
H 1.92226 1.77386 1.51792
H -0.82736 0.28216 2.20011
```

Computed properties:
**DFT total energy**: -988.290977 hartree
**ΔE to the lowest compared entry with this formula, charge and spin**: 337.1 kJ/mol
**Multiplicity**: 1
**HOMO-LUMO gap**: 6.99 eV